Entry 1:
176
Properties=species:S:1:pos:R:3 method="wB97M-V/def2-TZVPD" spin_multiplicity=1 gap_ha=0.3102 lumo_ha=0.0068 smiles="CC(=O)OCCCCCCCC[C@@](C)(C[C@@H]1CO1)O[C@@H](OC(=O)c1ccccc1)[C@H](N(C[C@@H](C)I)N=C=O)P(C)O.C[C@@H]1COC(=O)O1.C[C@@H]1COC(=O)O1.C[C@@H]1COC(=O)O1.C[C@@H]1COC(=O)O1.C[C@@H]1COC(=O)O1.C[C@@H]1COC(=O)O1.C[C@@H]1COC(=O)O1" energy_ha=-5154.08769
C -3.893 1.650 0.995
C -3.544 1.015 -0.307
O -4.094 1.350 -1.328
O -2.613 0.041 -0.265
C -1.543 0.175 -1.236
C -0.235 0.410 -0.470
C 1.006 -0.161 -1.147
C 0.931 -1.641 -1.548
C 0.219 -2.580 -0.569
C 0.745 -2.581 0.877
C 2.259 -2.488 1.010
C 3.025 -3.775 0.640
C 3.499 -4.674 1.798
C 2.308 -4.832 2.751
C 3.799 -6.091 1.281
C 4.930 -6.097 0.280
C 4.527 -5.849 -1.147
O 4.966 -7.181 -0.543
O 4.546 -4.141 2.627
C 5.515 -3.350 2.078
O 5.111 -1.945 2.118
C 5.565 -1.235 1.055
O 4.996 -1.210 -0.004
C 6.843 -0.511 1.286
C 7.804 -0.444 0.277
C 9.016 0.193 0.530
C 9.286 0.756 1.776
C 8.307 0.702 2.769
C 7.091 0.068 2.535
C 6.774 -3.461 2.975
N 7.744 -4.450 2.569
C 8.411 -4.211 1.309
C 9.890 -4.578 1.412
C 10.600 -4.543 0.073
I 10.902 -3.405 2.878
N 7.273 -5.825 2.694
C 7.938 -6.402 3.548
O 8.532 -6.964 4.332
P 6.280 -3.757 4.759
C 7.754 -3.130 5.663
O 5.161 -2.582 5.063
H -3.106 2.314 1.345
H -4.046 0.910 1.778
H -4.823 2.192 0.908
H -1.540 -0.743 -1.808
H -1.733 1.029 -1.875
H -0.376 0.080 0.554
H -0.098 1.491 -0.417
H 1.891 0.032 -0.545
H 1.147 0.408 -2.068
H 1.911 -2.061 -1.761
H 0.378 -1.685 -2.486
H -0.847 -2.366 -0.524
H 0.287 -3.598 -0.951
H 0.319 -1.750 1.437
H 0.348 -3.469 1.361
H 2.661 -1.687 0.402
H 2.495 -2.217 2.037
H 3.819 -3.547 -0.064
H 2.330 -4.393 0.071
H 1.455 -5.221 2.209
H 2.097 -3.908 3.277
H 2.572 -5.577 3.502
H 4.097 -6.784 2.062
H 2.981 -6.458 0.673
H 5.870 -5.672 0.582
H 3.591 -6.207 -1.544
H 5.383 -5.713 -1.791
H 5.747 -3.586 1.039
H 7.616 -0.889 -0.690
H 9.772 0.227 -0.242
H 10.233 1.226 1.983
H 8.509 1.126 3.742
H 6.343 -0.006 3.309
H 7.308 -2.515 2.987
H 8.021 -4.798 0.472
H 8.362 -3.156 1.049
H 9.922 -5.613 1.742
H 10.707 -3.536 -0.318
H 11.605 -4.925 0.242
H 10.136 -5.227 -0.632
H 8.478 -3.916 5.841
H 7.380 -2.712 6.591
H 8.235 -2.330 5.098
H 4.438 -3.029 5.511
C -10.163 4.276 0.217
C -9.041 4.170 1.232
C -7.674 4.487 0.689
O -6.816 3.788 1.609
C -7.523 2.719 2.057
O -7.053 1.815 2.670
O -8.822 2.813 1.697
H -10.865 5.051 0.520
H -9.788 4.564 -0.763
H -10.711 3.341 0.118
H -9.270 4.774 2.114
H -7.453 5.551 0.683
H -7.512 4.075 -0.306
C -13.380 8.561 -2.348
C -13.462 7.581 -1.190
C -14.522 7.875 -0.156
O -13.984 7.213 1.003
C -12.637 7.226 0.879
O -11.877 6.938 1.747
O -12.273 7.618 -0.366
H -13.596 8.056 -3.289
H -14.110 9.362 -2.246
H -12.386 8.999 -2.421
H -13.557 6.559 -1.564
H -15.499 7.483 -0.413
H -14.607 8.939 0.069
C 6.941 -1.017 -4.210
C 5.457 -0.730 -4.354
C 4.624 -1.278 -3.231
O 3.335 -1.406 -3.855
C 3.557 -1.625 -5.178
O 2.727 -1.963 -5.956
O 4.864 -1.407 -5.483
H 7.497 -0.084 -4.120
H 7.149 -1.592 -3.308
H 7.334 -1.563 -5.067
H 5.280 0.339 -4.497
H 4.579 -0.620 -2.367
H 4.953 -2.270 -2.914
C -4.600 5.220 -4.660
C -5.870 5.723 -3.993
C -5.733 6.097 -2.539
O -7.082 5.946 -2.063
C -7.657 4.981 -2.836
O -8.695 4.452 -2.599
O -6.878 4.696 -3.902
H -4.307 5.885 -5.471
H -3.763 5.189 -3.961
H -4.742 4.224 -5.073
H -6.304 6.545 -4.567
H -5.381 7.115 -2.389
H -5.098 5.404 -1.984
C 12.624 -2.376 -5.166
C 11.193 -2.132 -4.715
C 11.016 -1.049 -3.682
O 9.784 -1.440 -3.054
C 9.701 -2.793 -3.157
O 8.910 -3.465 -2.579
O 10.646 -3.264 -4.002
H 12.729 -2.167 -6.230
H 13.327 -1.723 -4.647
H 12.919 -3.408 -4.995
H 10.545 -1.959 -5.577
H 10.934 -0.052 -4.110
H 11.802 -1.058 -2.923
C -18.631 13.270 -0.864
C -17.620 12.167 -0.598
C -16.678 11.864 -1.736
O -16.307 10.505 -1.455
C -17.354 9.934 -0.801
O -17.466 8.772 -0.589
O -18.251 10.878 -0.432
H -18.478 14.101 -0.176
H -18.531 13.674 -1.872
H -19.649 12.909 -0.736
H -17.067 12.370 0.322
H -15.803 12.509 -1.760
H -17.176 11.886 -2.708
C 1.296 -10.229 6.628
C 1.389 -9.876 5.152
C 2.555 -8.999 4.769
O 2.077 -8.381 3.567
C 0.725 -8.310 3.667
O 0.026 -7.680 2.947
O 0.289 -9.047 4.721
H 1.387 -11.305 6.769
H 2.099 -9.768 7.204
H 0.343 -9.913 7.048
H 1.365 -10.780 4.541
H 3.472 -9.553 4.583
H 2.747 -8.213 5.504

=====

Entry 2:
211
Properties=species:S:1:pos:R:3 method="wB97M-V/def2-TZVPD" spin_multiplicity=1 gap_ha=0.2332 lumo_ha=-0.0593 e_above_lowest_kcal_mol=0.0 energy_ha=-6713.83855
Hg -0.422 3.206 2.279
C -2.116 2.379 -1.448
F -1.841 2.336 -2.731
F -2.660 3.546 -1.123
F -2.942 1.404 -1.145
S -0.452 2.319 -0.517
O 0.494 1.753 -1.438
O -0.134 3.677 -0.070
N -0.732 1.464 0.974
S -0.579 -0.092 0.547
O -1.312 -0.857 1.536
O -0.950 -0.522 -0.778
C 1.325 -0.503 0.708
F 2.009 0.575 0.421
F 1.573 -0.945 1.920
F 1.643 -1.457 -0.140
C 3.670 2.908 2.884
F 4.001 3.642 1.844
F 3.192 1.704 2.551
F 4.757 2.711 3.602
S 2.274 3.730 3.899
O 1.351 2.761 4.471
O 2.981 4.533 4.846
N 1.305 4.513 2.724
S 1.821 6.000 2.676
O 1.149 6.739 3.713
O 3.244 6.231 2.619
C 1.141 6.641 1.010
F 1.734 5.962 0.042
F -0.179 6.528 0.944
F 1.451 7.920 0.871
C -2.949 5.116 1.758
C -3.671 4.072 2.647
C -4.302 3.050 1.672
C -4.967 1.862 2.413
C -3.904 1.227 3.279
C -3.054 2.123 4.209
N -2.657 3.341 3.436
O -1.664 4.112 4.085
C -3.671 2.517 5.553
C -1.791 1.282 4.490
C -4.737 4.776 3.479
H -2.157 4.750 1.108
H -2.445 5.810 2.441
H -3.731 5.700 1.279
H -4.967 3.516 0.941
H -3.578 2.549 1.022
H -5.301 1.252 1.574
H -5.837 2.238 2.952
H -3.364 0.432 2.757
H -4.480 0.522 3.900
H -2.994 3.208 6.054
H -4.663 2.947 5.413
H -3.869 1.658 6.193
H -1.050 1.822 5.082
H -2.068 0.307 4.882
H -1.262 1.098 3.547
H -5.252 5.573 2.944
H -4.341 5.226 4.393
H -5.492 4.055 3.793
H -2.086 4.537 4.855
C 0.196 -2.394 4.500
C -0.164 -3.123 5.815
C 0.173 -4.600 5.600
C 0.267 -5.415 6.899
C 1.198 -4.761 7.910
C 0.802 -3.306 8.188
N 0.665 -2.636 6.918
O 0.704 -1.235 7.081
C -0.373 -3.213 9.195
C 2.015 -2.783 8.973
C -1.666 -2.884 6.099
H 1.146 -2.619 4.008
H 0.243 -1.317 4.690
H -0.525 -2.532 3.692
H -0.611 -5.151 5.068
H 1.006 -4.747 4.910
H 0.581 -6.435 6.658
H -0.769 -5.563 7.222
H 2.211 -4.799 7.505
H 1.220 -5.355 8.826
H -0.062 -3.339 10.231
H -0.888 -2.249 9.167
H -1.170 -3.924 8.955
H 2.829 -2.692 8.241
H 1.962 -1.765 9.368
H 2.373 -3.395 9.799
H -2.269 -3.641 5.588
H -1.983 -1.979 5.571
H -1.958 -2.804 7.141
H 1.488 -0.955 6.596
C -4.927 7.107 -5.976
C -5.607 5.784 -5.566
C -4.515 4.737 -5.720
C -4.883 3.474 -4.931
C -4.937 3.907 -3.477
C -6.056 4.955 -3.172
N -6.020 6.032 -4.180
O -6.992 7.030 -3.981
C -7.384 4.218 -3.182
C -5.806 5.601 -1.799
C -6.795 5.545 -6.517
H -4.048 7.290 -5.353
H -5.639 7.926 -5.893
H -4.467 7.048 -6.967
H -4.420 4.471 -6.774
H -3.553 5.101 -5.362
H -4.128 2.708 -5.121
H -5.851 3.039 -5.183
H -4.023 4.374 -3.101
H -5.115 3.002 -2.887
H -7.617 3.654 -4.088
H -7.640 3.597 -2.322
H -8.184 4.969 -3.231
H -5.998 4.846 -1.032
H -4.781 5.957 -1.655
H -6.410 6.494 -1.649
H -7.483 6.388 -6.590
H -7.488 4.758 -6.194
H -6.457 5.198 -7.494
H -6.426 7.773 -3.738
C -0.307 -2.648 -4.569
C -0.137 -1.342 -5.373
C 0.128 -0.272 -4.280
C 0.713 1.041 -4.811
C 2.004 0.688 -5.565
C 1.754 -0.307 -6.719
N 1.015 -1.463 -6.259
O 0.863 -2.448 -7.266
C 1.060 0.459 -7.858
C 3.134 -0.821 -7.178
C -1.440 -1.085 -6.116
H 0.709 -2.902 -4.243
H -0.732 -3.425 -5.202
H -0.820 -2.520 -3.616
H -0.808 -0.085 -3.749
H 0.774 -0.702 -3.510
H 0.834 1.714 -3.963
H 0.015 1.491 -5.523
H 2.708 0.300 -4.823
H 2.419 1.643 -5.893
H 0.058 0.854 -7.707
H 1.633 1.257 -8.336
H 0.959 -0.267 -8.675
H 3.525 -1.572 -6.491
H 3.128 -1.274 -8.170
H 3.858 -0.003 -7.182
H -1.329 -0.568 -7.070
H -2.191 -0.591 -5.496
H -1.923 -2.006 -6.461
H 1.252 -3.210 -6.821
C 9.008 -0.573 -3.054
C 7.952 -1.138 -2.102
C 7.539 -0.044 -1.131
C 6.195 -0.231 -0.432
C 5.135 -0.544 -1.512
C 5.460 -1.724 -2.457
N 6.801 -1.495 -2.982
O 7.165 -2.405 -3.988
C 5.278 -3.064 -1.672
C 4.438 -1.658 -3.596
C 8.524 -2.367 -1.357
H 9.313 -1.336 -3.765
H 9.893 -0.210 -2.530
H 8.490 0.246 -3.553
H 8.262 -0.165 -0.313
H 7.630 0.986 -1.474
H 5.967 0.726 0.036
H 6.249 -1.018 0.321
H 4.834 0.391 -1.990
H 4.222 -0.788 -0.955
H 5.760 -3.076 -0.697
H 4.226 -3.337 -1.718
H 5.783 -3.864 -2.227
H 3.394 -1.579 -3.303
H 4.733 -0.714 -4.071
H 4.604 -2.377 -4.398
H 8.711 -3.137 -2.104
H 7.788 -2.697 -0.625
H 9.440 -2.098 -0.835
H 7.431 -3.231 -3.551
C 3.178 -4.826 0.767
C 2.022 -5.861 0.807
C 1.755 -6.168 2.291
C 0.362 -6.757 2.547
C -0.776 -5.895 1.953
C -0.565 -5.536 0.470
N 0.847 -5.218 0.278
O 1.082 -4.560 -0.951
C -0.959 -6.774 -0.382
C -1.438 -4.359 0.207
C 2.426 -7.147 0.108
H 2.800 -3.806 0.792
H 3.783 -4.939 -0.133
H 3.839 -5.014 1.615
H 2.494 -6.855 2.716
H 1.876 -5.307 2.961
H 0.091 -6.974 3.580
H 0.394 -7.711 2.006
H -0.657 -5.023 2.612
H -1.759 -6.290 2.207
H -2.026 -6.990 -0.311
H -0.761 -6.453 -1.410
H -0.370 -7.670 -0.206
H -1.309 -3.572 0.952
H -1.175 -3.864 -0.733
H -2.480 -4.671 0.149
H 1.906 -8.071 0.360
H 3.479 -7.380 0.295
H 2.340 -6.960 -0.967
H 1.047 -3.621 -0.735